{"formula": "C34H70F4N5O20", "method": "ωB97M-V/def2-TZVPD", "orbital_gap_ev": 7.50, "lumo_ev": 1.73, "de_lowest_kcal_mol": 0.0, "total_charge": -1, "homo_energy_ev": -5.763, "elements": ["C", "N", "C", "C", "C", "C", "O", "H", "H", "H", "H", "H", "H", "H", "H", "H", "H", "H", "H", "H", "H", "C", "O", "O", "O", "C", "C", "C", "O", "C", "N", "H", "H", "H", "H", "H", "H", "H", "H", "H", "H", "H", "C", "C", "C", "O", "C", "N", "H", "H", "H", "H", "H", "H", "H", "H", "H", "H", "H", "C", "C", "C", "O", "C", "N", "H", "H", "H", "H", "H", "H", "H", "H", "H", "H", "H", "C", "C", "C", "O", "C", "N", "H", "H", "H", "H", "H", "H", "H", "H", "H", "H", "H", "C", "C", "O", "C", "O", "O", "F", "H", "H", "H", "C", "C", "O", "C", "O", "O", "F", "H", "H", "H", "C", "C", "O", "C", "O", "O", "F", "H", "H", "H", "C", "C", "O", "C", "O", "O", "F", "H", "H", "H"], "positions_angstrom": [[-2.94650, -1.46320, -4.45911], [-2.17370, -1.10794, -3.22312], [-1.64602, -2.32575, -2.54888], [-1.07376, -0.20725, -3.63852], [-3.09452, -0.33566, -2.27301], [-3.95616, -1.18664, -1.37549], [-4.83582, -2.00013, -2.15010], [-3.61951, -2.28525, -4.23178], [-2.25498, -1.80356, -5.22793], [-3.47452, -0.57962, -4.80333], [-2.49498, -2.91164, -2.20724], [-1.09044, -2.01101, -1.66175], [-0.96031, -2.85583, -3.20255], [-0.51478, -0.01377, -2.72737], [-1.46608, 0.73496, -4.02012], [-0.48971, -0.66470, -4.43325], [-3.63947, 0.43836, -2.80017], [-2.37392, 0.07619, -1.55484], [-4.56877, -0.47637, -0.80225], [-3.42007, -1.74873, -0.60519], [-5.28477, -2.60231, -1.54546], [-0.57020, -0.13588, 0.66115], [-0.17248, -0.99656, 1.53941], [-1.38282, 0.80277, 1.01097], [-0.13933, -0.26179, -0.55907], [3.70679, -0.56433, -2.78173], [2.50384, -1.10707, -3.54027], [2.87202, -2.15152, -4.60676], [3.57255, -1.48650, -5.63211], [4.07668, -2.40224, -6.58178], [1.57313, -1.71073, -2.58859], [4.24739, -1.33834, -2.22607], [3.36885, 0.07629, -1.95905], [4.42689, 0.07432, -3.29962], [1.98996, -0.29324, -4.06056], [1.93728, -2.65239, -4.88305], [3.48445, -2.89429, -4.08020], [3.31747, -2.55961, -7.35937], [4.40313, -3.35455, -6.16095], [4.91448, -1.95095, -7.11808], [1.23926, -1.02689, -1.91277], [1.98675, -2.49251, -2.08502], [2.58998, -3.85102, 2.01124], [2.35184, -3.66482, 0.52273], [2.69993, -4.88481, -0.30137], [2.55991, -4.54632, -1.67339], [2.76686, -5.56323, -2.61841], [0.91547, -3.37610, 0.31678], [2.08226, -3.08694, 2.59486], [3.65226, -3.97721, 2.23030], [2.13611, -4.76711, 2.40984], [2.91330, -2.80887, 0.12991], [2.13379, -5.77982, -0.02163], [3.76438, -5.13507, -0.16728], [2.43058, -5.14639, -3.57021], [2.08769, -6.40502, -2.45032], [3.81731, -5.84881, -2.70283], [0.58267, -2.45405, 0.64571], [0.84527, -3.28818, -0.69679], [0.99803, 2.79616, -2.80406], [0.11647, 3.22801, -1.65560], [-0.41717, 4.64688, -1.87741], [0.55333, 5.67659, -1.86966], [1.06799, 5.93521, -0.58872], [-1.05347, 2.35272, -1.57054], [1.48840, 1.83763, -2.61536], [1.78484, 3.51908, -3.03387], [0.42161, 2.73170, -3.73204], [0.62151, 3.24769, -0.68127], [-1.13387, 4.89893, -1.08229], [-1.00842, 4.67919, -2.79536], [0.24909, 5.94995, 0.14378], [1.62214, 6.86838, -0.52520], [1.72980, 5.13735, -0.22686], [-0.68013, 1.40008, -1.45221], [-1.42844, 2.37385, -0.61750], [-2.25616, 4.10923, 1.73910], [-0.94514, 3.94411, 2.45174], [-0.71971, 4.93865, 3.57910], [-0.18495, 6.16336, 3.07208], [-0.18241, 7.14191, 4.08738], [-0.86863, 2.60575, 3.06839], [-3.04951, 4.08756, 2.50028], [-2.46351, 3.34463, 0.99491], [-2.51116, 5.09387, 1.33217], [-0.09145, 4.03447, 1.76319], [-0.04525, 4.57375, 4.35932], [-1.68898, 5.06750, 4.08192], [-1.20733, 7.31011, 4.44283], [0.17932, 8.06939, 3.64487], [0.42372, 6.83387, 4.94707], [-1.08124, 1.85571, 2.37361], [0.12613, 2.43754, 3.21949], [-0.57285, -0.61369, 5.08945], [0.72412, -0.24192, 4.41408], [1.39898, -1.46526, 4.37705], [0.86746, -2.33215, 5.27652], [1.24795, -3.43184, 5.49860], [-0.16329, -1.72070, 5.89348], [1.47192, 0.66784, 5.12252], [-1.26765, -0.91657, 4.30428], [-0.98015, 0.21152, 5.66541], [0.56630, 0.12945, 3.40331], [-3.82043, 0.55417, 2.99817], [-4.00728, 0.89785, 1.52499], [-4.15598, 2.28251, 1.49498], [-4.18408, 2.77854, 2.74760], [-4.28868, 3.92541, 3.04714], [-4.18425, 1.77221, 3.63712], [-5.14802, 0.26264, 1.02922], [-2.75455, 0.32065, 3.08498], [-4.39845, -0.30619, 3.31713], [-3.16908, 0.63290, 0.87637], [-1.12271, -3.61005, 2.45132], [-2.20584, -3.05446, 1.59915], [-3.04554, -2.43879, 2.50822], [-2.91836, -3.10402, 3.71178], [-3.67051, -2.99414, 4.61098], [-1.76674, -3.80165, 3.71517], [-2.88966, -4.08515, 0.95435], [-0.37233, -2.83465, 2.61471], [-0.63638, -4.44140, 1.94950], [-1.81590, -2.38603, 0.83429], [2.92236, -0.02762, 1.01440], [2.47540, 1.43596, 1.02296], [3.51410, 2.04483, 0.30070], [4.63747, 1.28527, 0.39530], [5.70793, 1.60786, 0.01095], [4.33308, 0.06988, 0.93877], [2.41883, 1.86553, 2.32174], [2.48756, -0.52901, 0.14925], [2.58558, -0.47478, 1.94735], [1.50733, 1.51383, 0.52932]], "atomic_forces_ev_per_a": [[0.19, -0.60, 0.15], [-1.25, 0.19, -0.90], [0.07, 0.09, 0.63], [0.30, 0.48, 0.26], [1.45, -0.80, 1.41], [-1.21, 0.62, -0.03], [0.13, -0.47, 0.05], [-0.22, 0.25, 0.09], [0.14, 0.10, 0.06], [-0.07, -0.03, 0.01], [0.06, -0.26, -0.41], [0.11, 0.23, -0.16], [-0.13, 0.01, -0.15], [0.34, -0.01, -0.28], [-0.29, -0.06, 0.18], [0.13, -0.29, 0.27], [0.10, -0.06, -0.24], [-0.15, 0.60, -0.25], [0.29, -0.04, -0.20], [0.28, -0.12, -0.42], [-0.04, 0.08, -0.09], [0.35, -0.50, 0.55], [-0.01, 0.58, -0.10], [0.66, -0.43, -0.92], [-0.34, 0.24, -0.09], [0.48, 0.72, 0.76], [0.21, -0.31, 0.35], [-0.19, 0.87, 1.51], [0.20, -0.86, 0.08], [-0.19, 0.56, -0.91], [-0.39, -0.16, -0.51], [0.03, -0.30, -0.44], [-0.36, 0.11, -0.17], [-0.09, -0.36, -0.45], [-0.02, 0.09, 0.06], [0.03, 0.07, -0.63], [0.28, -0.17, -0.33], [-0.06, -0.41, 0.14], [-0.08, 0.02, 0.19], [0.10, 0.11, 0.31], [-0.05, -0.14, 0.19], [0.18, 0.20, -0.18], [0.07, -0.86, 0.10], [-1.42, 0.43, 0.42], [1.35, -0.13, -0.22], [-0.47, 0.30, -0.01], [-0.71, 0.39, -0.18], [-0.03, -0.32, -1.15], [0.54, 0.44, -0.07], [0.01, 0.54, 0.19], [-0.14, -0.14, -0.47], [0.53, -0.16, 0.15], [-0.38, 0.19, -0.08], [-0.02, -0.02, 0.33], [0.27, 0.07, -0.08], [0.35, -0.29, 0.28], [0.01, -0.25, 0.15], [0.62, -0.03, 0.40], [-0.46, -0.18, 0.11], [0.56, 0.11, -0.24], [-0.70, 0.72, 0.14], [-0.43, 0.23, 0.71], [0.39, 0.17, -0.77], [-0.31, -0.75, 0.96], [0.02, -0.86, 0.40], [-0.10, -0.07, 0.01], [0.02, 0.06, 0.32], [-0.24, -0.18, 0.14], [0.47, -0.14, -0.23], [-0.06, -0.35, 0.11], [0.40, 0.11, -0.27], [0.01, 0.29, 0.02], [-0.13, 0.12, -0.47], [0.15, 0.02, -0.23], [0.10, 0.13, -0.32], [-0.16, 0.63, -0.13], [0.70, 1.08, -0.08], [1.31, -0.36, -0.39], [-0.17, 0.25, -0.18], [-0.44, -0.14, 0.35], [-0.38, -0.07, -0.37], [0.11, -0.77, -0.20], [3.26, 0.75, -1.63], [0.59, 0.33, -0.06], [0.87, 0.15, -0.37], [0.03, 0.30, -0.13], [0.21, -0.34, -0.16], [-0.03, 0.41, -0.02], [0.03, 0.06, 0.08], [0.18, -0.03, 0.14], [0.15, 0.08, -0.05], [-0.12, 0.79, 0.24], [-0.10, 0.08, 0.42], [0.51, 0.47, -0.13], [-0.42, 0.40, -0.61], [0.68, -0.34, -0.40], [-0.36, 0.60, 0.35], [0.26, -0.05, -0.10], [-0.74, -0.36, 0.22], [-0.06, -0.20, 0.16], [-0.11, -0.16, 0.16], [-0.01, -0.20, 0.26], [0.23, -0.11, -0.04], [0.73, -0.01, -1.13], [-0.09, -1.06, -0.20], [-0.60, 0.11, 0.15], [-2.52, -1.97, 1.03], [-3.60, -0.56, 1.60], [0.43, 0.09, 0.46], [-0.44, 0.55, 0.17], [-0.08, 0.33, 0.49], [-0.34, 0.26, 0.14], [-0.24, -0.01, 0.27], [1.01, 0.68, 0.01], [0.73, 0.04, -0.63], [-0.76, -0.18, 0.01], [1.14, 0.10, -0.44], [-0.61, 0.10, 0.52], [-0.72, -0.63, 0.05], [-0.31, 0.08, 0.02], [-0.05, -0.10, -0.29], [-0.27, -0.52, 0.69], [-0.30, 0.21, 0.22], [-0.97, 0.55, 0.56], [0.00, -1.94, -0.55], [-0.30, 0.70, 0.44], [-0.23, -0.96, 0.11], [0.26, 0.21, 0.01], [0.42, 0.53, -0.41], [0.09, 0.62, -0.19], [0.13, -0.17, 0.04], [0.26, -0.37, -0.13], [0.04, 0.69, 0.08]]}